1.
Formula: C6H13O2
Source: the OMol25 dataset
Level of theory: ωB97M-V/def2-TZVPD

```
21
Properties=species:S:1:pos:R:3
O -1.45 1.55 0.86
O -2.10 0.63 0.78
C 3.89 5.75 -2.90
C 3.04 4.49 -2.97
C 3.11 3.67 -1.69
C 2.27 2.41 -1.76
C 2.33 1.58 -0.47
C 1.52 0.35 -0.54
H 3.84 6.33 -3.82
H 3.55 6.39 -2.08
H 4.93 5.51 -2.71
H 2.00 4.74 -3.20
H 3.37 3.86 -3.82
H 4.15 3.42 -1.46
H 2.78 4.29 -0.84
H 1.22 2.67 -1.98
H 2.59 1.79 -2.61
H 3.37 1.34 -0.25
H 2.00 2.20 0.37
H 1.47 -0.33 0.29
H 0.95 0.11 -1.42
```

Values from the calculation:
* HOMO energy (spin up / spin down): -7.94 / -11.08 eV
* electronic energy: -10522.285 eV
* LUMO (spin up / spin down): 0.04564 / 0.00654 hartree
* ΔE to the lowest compared entry with this formula, charge and spin: 7.5 kcal/mol
* 2S+1: 4
* maximum force: 7.1 eV Å⁻¹

2.
Formula: C29H31IrN2
Source: the OMol25 dataset
Level of theory: ωB97M-V/def2-TZVPD

```
63
Properties=species:S:1:pos:R:3
Ir 0.06 0.41 0.57
C -2.40 -2.22 0.05
C -1.24 -1.86 0.92
C 0.00 -2.52 0.74
C 0.04 -3.72 -0.14
C 1.13 -2.06 1.45
C 2.50 -2.57 1.15
C 0.97 -1.12 2.50
C 2.16 -0.68 3.29
C -0.33 -0.70 2.89
C -0.55 -0.06 4.22
C -1.44 -1.01 2.05
C -2.82 -0.60 2.44
H -3.01 -3.00 0.53
H -2.08 -2.60 -0.91
H -3.06 -1.37 -0.12
H 0.01 -3.45 -1.20
H -0.82 -4.35 0.06
H 0.93 -4.32 0.03
H 2.90 -3.14 1.99
H 3.19 -1.74 0.98
H 2.53 -3.21 0.27
H 2.45 -1.46 4.00
H 1.97 0.23 3.84
H 3.02 -0.51 2.64
H -0.51 1.03 4.15
H 0.21 -0.37 4.93
H -1.51 -0.33 4.63
H -3.29 -1.43 2.98
H -3.45 -0.39 1.58
H -2.84 0.27 3.09
C -2.60 3.99 0.96
C -2.83 4.34 -0.37
C -2.29 3.58 -1.39
C -1.51 2.46 -1.11
C -1.27 2.10 0.25
C -1.84 2.87 1.25
C -0.89 1.64 -2.15
C -1.06 1.87 -3.54
C -0.47 1.03 -4.45
C 0.33 -0.05 -4.01
C 0.94 -0.98 -4.86
C 1.72 -1.98 -4.35
C 1.98 -2.05 -2.96
C 1.39 -1.16 -2.11
C 0.51 -0.17 -2.60
N -0.12 0.64 -1.74
H -3.01 4.59 1.76
H -3.42 5.21 -0.59
H -2.50 3.86 -2.41
H -1.68 2.61 2.29
H -1.66 2.70 -3.89
H -0.60 1.18 -5.51
H 0.77 -0.90 -5.92
H 2.17 -2.72 -5.00
H 2.65 -2.80 -2.59
H 1.58 -1.18 -1.04
C 3.43 3.40 -0.05
C 2.66 2.28 0.33
N 2.01 1.37 0.62
H 4.00 3.78 0.81
H 2.76 4.19 -0.40
H 4.13 3.14 -0.84
```

Values from the calculation:
* HOMO energy: -13.97 eV
* net charge: +2
* electronic energy: -36380.777 eV
* LUMO: -0.27668 hartree
* maximum force: 2.8 eV Å⁻¹

3.
Formula: C41H47IrN4O6Si
Source: the OMol25 dataset
Level of theory: ωB97M-V/def2-TZVPD

```
100
Properties=species:S:1:pos:R:3
Ir -1.23 1.54 0.51
N -3.25 1.93 0.01
C -3.99 2.88 0.89
C -3.28 4.22 0.99
C -2.04 4.16 1.87
O -1.86 4.95 2.76
O -1.16 3.22 1.59
H -3.33 2.24 -0.96
H -3.72 1.03 0.06
H -4.08 2.41 1.87
H -5.00 3.02 0.49
H -3.94 4.96 1.41
H -2.98 4.56 -0.01
C 1.63 -4.43 -3.34
O 0.62 -3.66 -2.69
C -0.44 -4.33 -2.16
C -0.63 -5.70 -2.21
C -1.76 -6.26 -1.64
C -2.71 -5.46 -1.03
C -2.53 -4.08 -0.99
C -1.39 -3.51 -1.53
N -1.13 -2.12 -1.55
C -1.44 -1.21 -0.60
N -1.70 -1.66 0.63
C -2.03 -0.96 1.81
C -1.91 0.41 2.00
C -2.18 0.93 3.27
C -2.56 0.11 4.30
C -2.69 -1.27 4.11
C -2.43 -1.80 2.87
O -2.48 -3.12 2.55
C -2.75 -4.05 3.60
N -1.41 0.09 -0.87
C -1.42 0.61 -2.21
C -2.13 0.02 -3.25
C -2.14 0.59 -4.51
C -1.47 1.78 -4.74
C -0.80 2.42 -3.70
C -0.79 1.84 -2.44
O -0.21 2.42 -1.34
C 0.42 3.70 -1.46
H 2.37 -3.72 -3.69
H 1.21 -4.97 -4.19
H 2.09 -5.13 -2.64
H 0.10 -6.33 -2.69
H -1.90 -7.33 -1.68
H -3.60 -5.89 -0.60
H -3.29 -3.46 -0.54
H -0.59 -1.79 -2.33
H -1.59 -2.65 0.76
H -2.04 1.99 3.45
H -2.76 0.53 5.28
H -2.99 -1.90 4.94
H -2.71 -5.03 3.16
H -3.75 -3.88 4.02
H -2.00 -3.96 4.39
H -2.68 -0.90 -3.08
H -2.68 0.11 -5.31
H -1.47 2.23 -5.72
H -0.30 3.36 -3.87
H 0.86 3.89 -0.48
H -0.32 4.47 -1.69
H 1.20 3.66 -2.22
C 4.11 -0.89 1.77
C 2.60 -0.67 1.80
C 1.90 -1.95 1.31
C 2.14 -0.38 3.23
Si 2.16 0.84 0.76
O 0.56 1.18 0.98
C 3.05 2.36 1.36
C 4.43 2.55 1.17
C 5.06 3.69 1.63
C 4.33 4.67 2.30
C 2.97 4.50 2.49
C 2.33 3.36 2.03
C 2.42 0.63 -1.10
C 1.83 -0.43 -1.80
C 1.86 -0.50 -3.18
C 2.49 0.50 -3.91
C 3.09 1.55 -3.24
C 3.06 1.61 -1.86
H 4.37 -1.80 2.33
H 4.65 -0.06 2.22
H 4.49 -1.02 0.75
H 2.09 -2.76 2.03
H 2.27 -2.28 0.34
H 0.82 -1.82 1.25
H 2.44 -1.20 3.89
H 1.06 -0.27 3.30
H 2.59 0.53 3.62
H 5.01 1.80 0.65
H 6.12 3.82 1.48
H 4.82 5.56 2.66
H 2.39 5.26 3.01
H 1.27 3.24 2.19
H 1.35 -1.24 -1.25
H 1.40 -1.33 -3.69
H 2.51 0.46 -4.99
H 3.60 2.33 -3.80
H 3.52 2.46 -1.36
```

Values from the calculation:
* HOMO energy (spin up / spin down): -10.85 / -10.86 eV
* net charge: +1
* electronic energy: -72239.498 eV
* LUMO (spin up / spin down): -0.08704 / -0.16533 hartree
* ΔE to the lowest compared entry with this formula, charge and spin: 1.1 kcal/mol
* 2S+1: 2
* maximum force: 0.5 eV Å⁻¹

4.
Formula: C3H3LiO2
Source: the OMol25 dataset
Level of theory: ωB97M-V/def2-TZVPD

```
9
Properties=species:S:1:pos:R:3
C -0.30 0.85 -1.13
C 0.62 -0.26 -0.83
H 0.57 -1.19 -1.42
H -1.32 0.52 -1.37
H 1.60 0.27 -0.89
O -0.93 0.67 1.93
C -0.76 0.45 0.72
O 0.29 -0.53 0.52
Li 0.23 -0.78 2.48
```

Values from the calculation:
* HOMO energy: -7.12 eV
* electronic energy: -7455.630 eV
* LUMO: -0.03563 hartree
* ΔE to the lowest compared entry with this formula, charge and spin: 111.4 kcal/mol
* maximum force: 4.4 eV Å⁻¹